Formula: C70H199N11O37
Source: the OMol25 dataset
Level of theory: wB97M-V/def2-TZVPD

Properties
electronic energy = -167951.5125 eV
ΔE to the lowest compared entry with this formula, charge and spin = 0.0 kcal per mole
F_max = 3.25 eV/Å
2S+1 = 1
LUMO = 0.01 eV

Cartesian coordinates (Å):
O  -0.404461  7.798601  -0.748609
O  10.463489  -3.765759  2.463691
O  -9.554991  4.619141  1.105291
O  -6.785931  0.901251  -1.611829
O  -5.857401  5.545901  3.432661
O  2.999049  -0.416689  9.228061
O  -6.205671  2.590761  2.364511
O  5.626529  2.080131  -6.609339
O  -3.930301  3.690741  -0.597799
O  -2.654421  1.551751  5.452541
O  9.632559  1.312621  -1.595919
O  -6.144511  -3.927119  -1.572069
O  -2.011611  2.713561  -4.534059
O  -7.599171  -0.579659  0.673301
O  5.923249  1.105121  -1.793419
O  -8.261931  4.159821  3.544851
O  -3.990021  -4.538309  0.149091
O  -5.874531  2.935211  -2.934389
O  1.180979  -0.798479  -0.445879
O  -3.782941  0.934871  2.694421
O  1.304829  1.083741  -5.073519
O  -5.137531  -3.061189  4.252411
O  -6.517851  4.384771  0.187831
O  5.963269  -3.480929  -2.379339
O  -2.924501  5.656331  3.091581
O  5.949469  0.421021  3.207141
O  4.399819  -0.029809  -8.221959
O  0.411069  -2.942699  3.111021
O  -5.870181  -1.566559  -6.859429
O  7.423429  -2.194679  -4.306309
O  -1.389061  -2.793409  -7.170609
O  1.657209  3.337141  6.276581
O  4.017659  -3.001489  -0.391619
O  7.501359  3.220871  -1.372489
O  -1.126461  -6.869939  -4.289939
O  -0.631351  -5.514139  4.361711
O  1.123699  -3.503129  -0.525769
N  -6.069621  -3.922579  6.638941
N  -0.582781  -3.490929  -2.768329
N  -1.660201  4.642481  0.736371
N  -1.311251  1.478011  0.995401
N  1.218459  -0.173849  -7.476829
N  2.960349  -1.343399  1.741671
N  2.277829  -2.222289  6.973151
N  -0.971131  2.842491  3.547931
N  -4.378051  1.487421  -5.211049
N  9.604269  -1.750509  0.799551
N  3.938209  2.645261  -4.459669
C  -3.743731  3.557071  -1.997059
C  1.801929  3.835171  7.589321
C  8.666159  3.271081  -0.532589
C  -4.623081  -3.759169  6.460511
C  -2.084541  -7.952429  -4.333989
C  -5.732281  -0.220089  -6.340639
C  -4.930471  3.938581  -2.827319
C  0.417209  2.110551  -4.531899
C  -5.898711  0.732231  -0.526249
C  -5.015001  -3.158799  2.851941
C  -2.786231  0.318581  4.737571
C  -8.688701  5.577101  0.397171
C  -8.098521  2.822751  3.879901
C  -4.215571  -0.765799  -4.348879
C  3.404799  2.739171  -2.013159
C  -1.530461  -5.727389  -3.522909
C  3.483879  -4.268469  -0.211479
C  -3.906541  -4.723769  7.392441
C  -7.161591  -1.843339  -7.335799
C  -1.060611  1.732611  -4.899319
C  -0.061271  8.749831  0.259091
C  5.327369  -3.106859  -3.605789
C  -7.412011  2.031611  2.719531
C  -3.899261  -3.486979  -0.841669
C  -4.414911  -4.014759  4.994571
C  -4.377691  0.099761  -5.615999
C  6.301579  0.897681  -6.989219
C  3.827669  -0.260809  2.093151
C  3.009699  0.990231  2.493661
C  6.692439  0.781731  2.065091
C  2.882759  -0.140709  10.582901
C  -0.634221  5.578611  0.269071
C  0.861059  -0.538919  5.996191
C  1.999609  -4.166849  0.326501
C  5.090989  1.124691  -2.937999
C  -0.405671  -4.669189  -3.619679
C  4.476489  2.529291  -3.122349
C  6.345289  -3.023169  -4.790599
C  0.345489  3.436791  5.722051
C  1.971699  -0.812639  6.992341
C  6.559079  -0.101579  -1.577519
C  -0.920161  -3.256219  3.422161
C  0.312539  4.798951  -0.671809
C  -1.091991  -4.783009  3.201371
C  -0.501771  0.266751  0.778021
C  -1.324721  6.809611  -0.349339
C  1.024829  -5.193079  -3.273639
C  -4.926951  5.424951  4.457021
C  -4.014221  0.202511  3.822201
C  9.263089  -3.938999  1.723431
C  -0.879401  -1.435449  -6.998789
C  4.992349  -0.693859  3.047211
C  -6.196851  -0.553479  0.274381
C  5.348449  -0.243029  -7.214249
C  2.019969  -0.785569  -1.622839
C  1.509799  -2.323659  -6.479249
C  -4.787901  -3.830219  -2.020969
C  8.627159  -2.616519  1.446601
C  -1.550881  -0.868149  0.565961
C  0.618879  -1.521579  -7.402709
C  0.957129  4.115481  3.385851
C  0.295509  3.013891  4.226971
C  -2.680141  -2.943309  -6.633949
C  -7.676441  4.836211  -0.580399
C  -3.639001  4.756911  3.914961
C  10.938679  -5.007109  2.981251
C  7.536359  -2.760989  0.363811
C  0.432289  0.366781  -0.349179
C  9.814369  2.724811  -1.367819
C  1.766929  -0.369999  8.492531
H  -5.563841  -0.641209  1.157381
H  3.647899  1.849061  2.701531
H  -2.191181  -0.940509  1.445101
H  -3.068891  4.015871  -0.326029
H  -7.417661  4.608351  3.632181
H  5.859849  -1.154349  -7.524189
H  7.919899  -2.906849  -0.646009
H  -4.023591  -0.857279  3.567551
H  -0.787821  9.526081  0.499251
H  6.805789  -1.964099  0.502821
H  2.440639  -1.625189  2.560571
H  1.930969  -3.752029  1.332141
H  7.076219  0.670521  -6.256809
H  -6.326381  -4.870829  6.404431
H  -4.010491  -2.852569  2.559901
H  -2.022821  2.085291  4.964681
H  -7.255871  0.975681  2.940281
H  3.178499  -2.381869  7.401441
H  2.420889  0.801851  3.391391
H  -9.356921  6.164711  -0.232349
H  -4.267681  -5.700849  7.071521
H  5.665799  0.877461  -3.830509
H  8.371899  -2.107769  2.376171
H  -0.922741  2.415341  2.633981
H  2.275419  -0.835909  11.162491
H  -2.919431  4.249611  -2.167399
H  -4.793931  -2.914869  -2.612749
H  -3.056351  -3.855879  -7.096319
H  1.020609  -1.075489  5.060921
H  9.554799  -4.543499  0.864601
H  -4.265031  -1.811429  -4.652699
H  -9.117541  4.188081  1.843141
H  -2.860221  2.347191  -4.793349
H  -2.149291  -5.004339  3.055651
H  -6.055941  -4.290369  -0.687869
H  6.096319  1.481141  1.478961
H  1.342289  0.632471  8.439231
H  -4.638591  -5.050419  4.738671
H  -4.509591  -4.758379  -2.520139
H  4.805469  0.372301  -8.993549
H  4.729369  2.471361  -5.062929
H  -1.349571  3.754971  3.337571
H  3.794429  -0.091279  11.178311
H  5.272559  3.236391  -2.889149
H  11.706639  -4.796459  3.725531
H  -3.291421  -2.059799  -6.817919
H  10.491289  -2.031409  1.192461
H  4.823359  -0.520529  -6.300259
H  -3.336681  2.580561  -2.259419
H  0.226259  -5.193999  4.650881
H  6.851539  1.123201  -7.902889
H  1.117949  5.494191  -0.908559
H  8.435089  2.571471  0.270691
H  -7.546551  2.732671  4.815481
H  7.181079  2.327751  -1.518669
H  0.749799  0.538831  5.877101
H  9.988199  3.143141  -2.359219
H  -1.027731  -1.029559  -5.998109
H  -1.393621  0.744081  -4.583059
H  3.649719  3.607011  -4.568799
H  -1.849531  6.515261  -1.258199
H  1.402359  -5.937939  -3.974179
H  -2.707681  -0.522989  5.425821
H  3.574949  -4.791029  -1.163709
H  -3.039891  -7.799699  -4.836049
H  4.262229  -0.103189  1.106031
H  -2.698551  6.426591  3.618121
H  -5.728301  -2.508059  2.346131
H  -4.326281  -2.757079  6.770071
H  2.274039  -0.957959  1.108801
H  1.119019  3.418071  8.329431
H  -2.090711  1.262231  1.600351
H  4.290549  0.384821  -2.938699
H  -0.193661  4.321301  -1.510689
H  -5.259931  -4.178029  2.553151
H  -4.786041  6.389821  4.944131
H  -2.048841  -8.268329  -3.291379
H  -1.010291  -1.800349  0.402081
H  2.824729  3.635011  7.908551
H  10.756089  2.893161  -0.845409
H  -1.044711  1.673161  -5.987579
H  6.980369  -0.430359  -2.527529
H  0.087069  0.102071  1.680381
H  4.633599  -0.968649  4.039131
H  8.970789  4.252001  -0.167759
H  0.674839  -1.926059  -8.413329
H  5.873699  -0.905249  -1.308329
H  -5.820781  4.184951  -0.441269
H  -0.089861  5.956621  1.134451
H  4.964979  -2.082459  -3.519879
H  2.885049  -0.334139  6.638881
H  7.671549  1.190281  2.315181
H  11.509169  -5.542429  2.222261
H  -5.402671  4.844441  -2.447149
H  9.535959  -2.058569  -0.159899
H  2.836789  -0.101619  -1.392379
H  2.354529  -1.805949  -1.809939
H  -4.069931  -4.651379  8.467691
H  -0.126071  -2.665329  -3.128739
H  -2.877501  -3.322629  -1.183859
H  -6.627411  -0.057849  -5.740209
H  1.250819  -3.380599  -6.416909
H  -4.472731  1.599091  2.626561
H  -6.416051  3.380951  1.861581
H  -2.417931  -5.328169  -4.013949
H  0.759369  2.029071  4.171561
H  2.219019  -0.310879  -7.462269
H  5.545849  -1.548649  2.658551
H  -3.920911  3.877281  3.336271
H  1.060149  1.243861  -0.192289
H  -6.426781  1.671491  -2.058309
H  2.529499  -2.413369  -6.853789
H  5.015939  2.363341  -7.293869
H  0.928259  9.148911  0.036231
H  -0.101141  0.559121  -1.280069
H  -1.850411  1.796791  0.203071
H  -3.339461  -0.671419  -3.707299
H  -4.010731  -5.375789  -0.319729
H  1.762439  -4.390579  -3.277549
H  -6.057611  -1.426729  -0.362909
H  -6.425391  3.158641  -3.688199
H  -3.041311  4.382861  4.746201
H  7.581559  -2.413179  -3.384979
H  0.424779  5.063451  3.463641
H  -4.823501  1.925631  -6.004559
H  -4.293151  -2.559949  -0.425059
H  -1.896251  0.208911  4.117881
H  -2.171511  -0.667909  -0.307429
H  1.606179  -5.180589  0.401621
H  -9.039191  2.394061  4.225541
H  -2.729881  -3.174339  -5.569879
H  0.172409  8.287681  1.218211
H  2.430339  1.362311  1.648681
H  1.060759  -0.987469  9.047641
H  0.536989  2.208031  -3.452899
H  -0.130451  -3.610909  -1.873279
H  -8.115381  3.938271  -1.015289
H  8.526419  -4.452379  2.341361
H  3.717809  -2.529729  0.388861
H  5.888199  -2.494429  -5.627029
H  3.158769  3.794671  -1.897019
H  7.360209  0.030081  -0.850229
H  -7.362611  5.539531  -1.351729
H  1.692539  -2.625079  7.690991
H  -0.117591  -0.889269  6.324211
H  -1.150401  -2.826799  4.397201
H  4.509889  -3.778519  -3.867909
H  -4.894251  0.434651  4.422001
H  -1.663561  -2.800449  2.768151
H  9.719069  0.962811  -0.706119
H  -5.358391  4.782011  5.224211
H  -5.814981  1.595851  0.133471
H  -1.118921  3.831341  0.999351
H  0.987239  -5.598209  -2.262419
H  -2.031411  4.952111  1.623181
H  -1.700361  -8.789369  -4.917119
H  -8.007441  2.151171  1.814391
H  5.372049  -3.204609  -1.675279
H  -7.546241  -1.239739  -8.157879
H  1.068189  -2.588699  -0.238829
H  0.832799  3.932521  -0.263479
H  6.760079  -3.994209  -5.060999
H  6.910049  -0.076809  1.429741
H  -4.935341  0.621711  -1.024069
H  2.470519  0.861331  10.701511
H  -1.789571  -6.043779  -2.512529
H  -5.047011  1.599041  -4.462639
H  3.689599  2.436691  -1.005439
H  6.930379  -3.640889  0.579851
H  10.216359  -5.600209  3.542131
H  -0.172711  4.354301  6.000851
H  2.492859  2.194971  -2.258749
H  -5.486681  6.188721  2.823611
H  -0.574541  -5.181889  2.328881
H  1.944109  4.303561  3.808431
H  -8.165481  -0.347519  -0.066289
H  -7.878861  -1.864899  -6.515339
H  -8.144251  6.198271  1.108381
H  0.604559  3.064951  -5.023959
H  0.944309  -3.485919  3.695981
H  -5.047381  -0.687219  -3.648869
H  1.065679  0.257671  -6.576519
H  -1.470601  -0.797429  -7.655699
H  1.589299  -0.453559  -2.567509
H  -2.107611  7.249101  0.268741
H  -2.821331  -4.728519  7.290461
H  -0.235421  2.668081  6.231681
H  -5.824431  0.339111  -7.271719
H  3.945749  -4.850089  0.586331
H  2.236789  1.286571  -4.964369
H  1.633679  4.905041  7.712431
H  1.093019  3.817441  2.346231
H  -4.517441  4.110551  -3.821269
H  -3.558001  -0.033789  -6.321959
H  -7.118471  -2.874809  -7.685539
H  1.592589  -1.979599  -5.448299
H  -0.402671  -4.352509  -4.662659
H  -6.323381  -3.487349  5.763571
H  -3.357691  -3.822399  4.811861

Forces on atoms 1 to 2 (eV/Å):
O 0.3 1.0 0.5
O -0.2 -0.4 0.8